(1)
46
Properties=species:S:1:pos:R:3:forces:R:3:nbo_charge:R:1 method="wB97M-V/def2-TZVPD" homo_ev=-8.38 orbital_gap_ha=0.3328 smiles="CCc1cccc(C)c1NC(=O)N(C)C1CCCCC1" de_lowest_kcal_mol=0.0
C 4.377226 0.437068 0.525217 -0.051 0.067 -0.234 -0.596
C 3.524249 -0.071683 -0.640468 0.051 -0.049 0.145 -0.426
C 2.812244 -1.349716 -0.281583 -0.110 0.154 -0.133 -0.047
C 3.414998 -2.567543 -0.558423 -0.036 -0.050 0.032 -0.211
C 2.789325 -3.756680 -0.235041 0.068 -0.047 -0.019 -0.209
C 1.555265 -3.733195 0.386397 0.019 0.034 -0.029 -0.213
C 0.928855 -2.534031 0.695241 0.001 0.036 0.046 -0.013
C -0.389653 -2.534303 1.401688 -0.081 -0.047 -0.097 -0.644
C 1.562439 -1.337650 0.345653 0.098 -0.393 -0.129 0.214
N 0.960358 -0.104639 0.678197 0.388 0.138 0.166 -0.676
C -0.270012 0.283178 0.178417 0.002 0.338 0.076 0.801
O -0.918760 -0.410840 -0.579054 -0.085 -0.285 -0.249 -0.668
N -0.686075 1.508267 0.621942 -0.008 0.015 0.101 -0.461
C -0.001983 2.201025 1.688192 0.161 0.033 0.115 -0.410
C -1.912618 2.094486 0.085591 -0.151 -0.394 -0.358 -0.016
C -1.852066 2.250032 -1.435649 -0.080 0.284 0.065 -0.418
C -3.115930 2.939528 -1.939464 0.017 -0.231 -0.117 -0.393
C -4.352557 2.140015 -1.541598 -0.056 0.310 0.119 -0.397
C -4.413108 1.973406 -0.026588 0.003 -0.236 -0.102 -0.395
C -3.150866 1.286049 0.483123 -0.076 0.288 0.106 -0.419
H 5.136014 -0.299624 0.778649 0.056 -0.044 0.081 0.213
H 3.773429 0.610458 1.414637 -0.024 0.025 0.136 0.191
H 4.874213 1.367490 0.257774 0.068 0.091 0.053 0.209
H 2.804792 0.694044 -0.942199 0.039 -0.028 -0.071 0.205
H 4.177457 -0.258405 -1.494997 -0.076 0.032 -0.026 0.216
H 4.380461 -2.579476 -1.044032 0.098 0.017 -0.065 0.205
H 3.264545 -4.699046 -0.463703 0.038 -0.082 -0.019 0.211
H 1.068996 -4.661493 0.649459 -0.064 -0.076 0.041 0.208
H -0.591572 -3.509927 1.836800 0.008 -0.041 0.075 0.211
H -0.404714 -1.780475 2.187973 -0.052 0.036 0.084 0.214
H -1.183294 -2.290637 0.696290 -0.069 -0.007 0.068 0.250
H 1.613060 0.635479 0.881326 -0.123 -0.005 0.063 0.396
H 0.870929 2.757660 1.323677 0.009 0.032 0.101 0.183
H 0.320803 1.499060 2.459797 0.014 0.080 -0.006 0.212
H -0.684232 2.912961 2.149507 0.029 -0.010 -0.016 0.213
H -1.993912 3.096170 0.523626 0.042 -0.086 -0.019 0.192
H -0.968219 2.832401 -1.707881 0.053 -0.030 0.000 0.202
H -1.764845 1.262631 -1.887668 0.044 0.033 -0.011 0.235
H -3.180338 3.945070 -1.514269 -0.030 0.091 -0.031 0.187
H -3.069882 3.038953 -3.025610 0.006 0.095 -0.003 0.210
H -5.253539 2.644065 -1.898036 -0.028 -0.068 -0.053 0.205
H -4.307830 1.154819 -2.009216 -0.048 -0.070 -0.067 0.199
H -4.510894 2.956009 0.443608 -0.073 0.056 0.036 0.187
H -5.289124 1.383198 0.249244 -0.038 0.063 0.062 0.210
H -3.186293 1.184098 1.570669 0.030 -0.047 0.033 0.202
H -3.067812 0.290675 0.047802 0.019 -0.018 0.052 0.233

***

(2)
51
Properties=species:S:1:pos:R:3:forces:R:3:nbo_charge:R:1 method="wB97M-V/def2-TZVPD" homo_ev=-8.78 orbital_gap_ha=0.3447 smiles="O=S(=O)(c1ccc(OC[C@H](O)CN2CCCC2)cc1)N1CCOCC1" de_lowest_kcal_mol=60.5
O 4.496666 -1.430544 -1.456949 -0.195 0.109 0.140 -0.951
S 3.566370 -2.519934 -1.323592 -0.467 -0.014 0.363 2.318
O 3.588714 -3.552809 -2.316900 -0.123 -0.226 0.070 -0.940
C 1.918546 -1.849852 -1.193591 0.685 0.006 -0.038 -0.386
C 1.709872 -0.487115 -1.229774 0.199 -0.098 -0.035 -0.164
C 0.425225 0.021800 -1.132762 -0.341 0.085 0.022 -0.273
C -0.653203 -0.850549 -0.998693 0.253 -0.128 -0.048 0.331
O -1.947275 -0.468252 -0.903465 -0.024 -0.215 -0.012 -0.503
C -2.271258 0.909798 -0.995792 -0.403 0.376 0.140 -0.100
C -3.796303 1.018298 -0.896670 0.556 0.214 0.263 0.080
O -4.419052 0.400581 -1.996001 -0.102 -0.139 -0.254 -0.714
C -4.225808 2.487898 -0.883869 0.103 -0.412 -0.109 -0.221
N -3.623358 3.211707 0.208858 -0.083 0.164 -0.047 -0.449
C -4.137296 2.861560 1.532457 0.069 -0.280 0.198 -0.228
C -4.101413 4.153308 2.364619 0.061 -0.010 -0.020 -0.414
C -3.349206 5.143710 1.474575 -0.102 0.004 -0.132 -0.404
C -3.713800 4.657316 0.079422 0.168 0.131 0.005 -0.212
C -0.424434 -2.231943 -0.958707 0.014 0.078 -0.015 -0.260
C 0.856705 -2.727574 -1.057320 -0.239 -0.004 -0.009 -0.142
N 3.681093 -3.274835 0.176934 -0.214 0.325 -0.987 -0.674
C 3.982262 -2.368563 1.267344 0.319 0.374 0.329 -0.258
C 5.490390 -2.119323 1.380722 -0.212 0.239 0.013 -0.096
O 6.198444 -3.336584 1.479725 0.038 -0.104 0.169 -0.525
C 5.964861 -4.151879 0.351289 -0.181 -0.233 -0.100 -0.089
C 4.477669 -4.486613 0.219661 0.509 -0.308 -0.204 -0.261
H 2.561228 0.165777 -1.342425 0.055 0.132 -0.003 0.243
H 0.274497 1.088590 -1.163835 -0.030 0.089 -0.006 0.222
H -1.940318 1.314151 -1.960035 -0.002 -0.018 0.039 0.183
H -1.817563 1.482690 -0.180924 0.033 -0.085 -0.066 0.202
H -4.112108 0.526808 0.036646 0.061 0.085 -0.045 0.164
H -4.051901 -0.487721 -2.079484 -0.063 0.038 0.006 0.478
H -5.329146 2.517858 -0.860043 0.051 0.042 -0.005 0.180
H -3.899589 2.941635 -1.822721 -0.046 -0.014 -0.043 0.204
H -3.497696 2.086830 1.965313 -0.154 -0.052 0.074 0.191
H -5.160124 2.463364 1.473639 0.020 -0.026 -0.014 0.176
H -5.114650 4.511469 2.548162 0.004 -0.007 0.035 0.204
H -3.613062 4.008852 3.326156 -0.060 0.004 0.053 0.215
H -3.640842 6.176739 1.650958 0.040 0.050 0.014 0.214
H -2.274392 5.046598 1.624907 0.051 0.049 -0.019 0.204
H -3.021251 5.001803 -0.690771 -0.074 0.064 -0.034 0.201
H -4.731257 4.987785 -0.189244 -0.003 0.011 -0.007 0.160
H -1.273263 -2.888789 -0.853746 -0.085 -0.089 0.006 0.229
H 1.054688 -3.786678 -1.039844 -0.090 -0.180 0.036 0.236
H 3.605171 -2.820290 2.190985 -0.015 0.076 -0.072 0.206
H 3.454595 -1.433168 1.078112 -0.011 0.080 0.235 0.219
H 5.823724 -1.558826 0.496741 0.012 -0.036 0.175 0.193
H 5.724022 -1.557552 2.286771 -0.063 0.034 -0.079 0.194
H 6.295491 -3.635062 -0.562156 0.046 -0.076 0.056 0.174
H 6.559185 -5.054924 0.499854 -0.042 0.032 -0.107 0.197
H 4.145131 -5.076922 1.079675 -0.001 0.047 -0.073 0.203
H 4.285019 -5.030623 -0.704213 0.078 -0.186 0.138 0.242

***

(3)
53
Properties=species:S:1:pos:R:3:forces:R:3:nbo_charge:R:1 method="wB97M-V/def2-TZVPD" homo_ev=-8.13 orbital_gap_ha=0.3148 de_lowest_kcal_mol=17.5
C 6.292155 1.871067 1.653100 0.087 0.069 0.000 -0.372
C 6.025019 0.649394 1.235461 -0.109 -0.159 0.012 -0.186
C 4.896973 -0.186644 1.758698 0.129 0.020 0.294 -0.265
N 4.015077 -0.606084 0.671240 0.189 0.055 0.314 -0.461
C 4.255184 -1.839072 0.104039 -0.243 -0.012 -0.152 0.801
O 5.127350 -2.584559 0.482797 0.253 -0.165 0.063 -0.617
N 3.414482 -2.160334 -0.926360 0.025 -0.401 -0.237 -0.643
C 2.384464 -1.401830 -1.471454 0.079 0.101 0.154 0.681
O 1.763176 -1.873896 -2.406020 -0.056 -0.179 -0.196 -0.633
C 2.181591 -0.114892 -0.841950 0.007 0.042 0.074 -0.448
C 1.152630 0.744792 -1.283840 0.115 -0.004 0.017 0.435
C 0.240207 0.323613 -2.380679 -0.198 0.092 -0.188 -0.674
N 1.033221 1.941739 -0.738556 0.309 -0.060 0.305 -0.540
C -0.001656 2.924840 -0.903857 -0.558 0.159 0.155 -0.219
C -1.129974 2.689137 0.118287 0.183 0.049 -0.336 -0.217
N -1.801602 1.434048 -0.162100 0.035 0.062 0.072 -0.471
C -3.031098 1.596150 -0.911797 -0.054 -0.185 -0.166 -0.229
C -3.548560 0.224880 -1.364225 -0.071 0.378 -0.255 -0.218
N -3.767184 -0.618913 -0.208223 -0.165 -0.052 -0.068 -0.439
C -4.966487 -0.708772 0.434530 -0.092 -0.101 -0.007 0.298
S -5.077453 -1.033457 2.054609 -0.102 -0.126 0.642 -0.270
N -6.087221 -0.536767 -0.314361 0.302 0.023 -0.404 -0.605
C -7.400023 -0.769397 0.237890 -0.271 0.021 0.148 -0.414
C -2.539476 -0.767159 0.546274 0.307 -0.017 0.461 -0.232
C -2.020607 0.594635 1.003217 -0.082 -0.303 0.005 -0.232
C 3.036448 0.278672 0.256042 -0.291 0.010 -0.221 0.688
O 2.938685 1.352243 0.859361 0.084 0.080 0.134 -0.667
H 7.115380 2.441038 1.257593 0.181 0.060 -0.098 0.199
H 5.696170 2.349538 2.412165 -0.191 0.069 0.150 0.193
H 6.620965 0.174773 0.467213 0.149 -0.003 -0.100 0.202
H 5.288311 -1.100797 2.213190 -0.130 0.163 -0.035 0.246
H 4.301970 0.376465 2.479494 0.103 -0.124 -0.062 0.228
H 3.569996 -3.063262 -1.360150 -0.015 0.185 0.095 0.429
H -0.582394 1.015132 -2.509710 -0.025 0.060 0.006 0.211
H -0.148187 -0.669259 -2.170456 -0.024 0.039 -0.038 0.264
H 0.804254 0.233921 -3.308149 0.011 -0.041 -0.016 0.256
H 1.697023 2.094356 0.038971 -0.059 -0.068 -0.240 0.451
H -0.402807 2.910517 -1.917914 0.056 0.070 0.056 0.201
H 0.443661 3.906345 -0.724650 -0.011 -0.037 -0.115 0.213
H -1.822209 3.541965 0.095309 0.006 -0.012 0.074 0.187
H -0.681922 2.647912 1.113506 -0.042 0.036 0.005 0.207
H -2.836906 2.218139 -1.789011 -0.033 0.021 -0.025 0.201
H -3.815724 2.086524 -0.305658 0.053 0.014 -0.065 0.177
H -4.461156 0.360752 -1.942957 0.088 -0.045 0.003 0.205
H -2.796991 -0.258949 -1.994883 -0.080 0.070 -0.049 0.209
H -6.009321 -0.689067 -1.308837 0.088 0.071 0.101 0.385
H -8.140139 -0.302748 -0.409137 -0.015 -0.001 -0.049 0.198
H -7.621057 -1.836610 0.336698 0.015 0.061 0.045 0.196
H -7.444863 -0.321193 1.229155 -0.098 -0.042 -0.121 0.237
H -2.731434 -1.403913 1.409631 0.087 0.055 -0.180 0.257
H -1.802055 -1.242448 -0.106086 0.020 0.030 -0.003 0.199
H -1.071309 0.461833 1.524373 -0.004 0.006 0.034 0.211
H -2.751869 1.036962 1.700274 0.057 -0.036 0.009 0.187

***

(4)
62
Properties=species:S:1:pos:R:3:forces:R:3:nbo_charge:R:1 method="wB97M-V/def2-TZVPD" homo_ev=-9.10 orbital_gap_ha=0.3065 smiles="CC[C@H](F)c1cc2nc([C@H](I)[C@@H](C)I)c(Br)nc2cc1B(O)O.NC(N)=O.NC(N)=O.NC(N)=O"
C 3.135067 3.850384 -2.067343 0.306 -0.064 0.019 -0.601
C 2.904075 2.443519 -1.519718 0.086 0.160 -0.060 -0.434
C 2.303067 1.462273 -2.540867 -0.103 0.189 0.097 0.192
F 1.678883 2.167842 -3.580656 0.035 -0.045 0.084 -0.373
C 1.270893 0.567861 -1.896834 -0.097 -0.285 -0.047 0.013
C -0.042377 0.961421 -1.951644 0.197 0.030 0.007 -0.218
C -1.048609 0.202520 -1.329390 -0.092 -0.185 0.060 0.213
N -2.348913 0.604871 -1.414561 -0.095 -0.186 -0.009 -0.403
C -3.264444 -0.100021 -0.815977 0.241 -0.055 -0.062 0.148
C -4.698282 0.355742 -0.911460 0.454 0.727 0.138 -0.398
I -5.769317 -1.032192 -2.145543 -0.059 -0.119 0.059 0.171
C -4.831732 1.770629 -1.469283 -0.378 -0.206 -0.278 -0.298
C -6.255032 2.202210 -1.800072 0.119 0.434 0.152 -0.647
I -4.085266 3.127004 0.033012 0.171 0.017 -0.002 0.070
C -2.870984 -1.273191 -0.071536 0.097 -0.028 0.167 0.153
Br -4.163297 -2.236641 0.939807 -0.014 0.039 0.047 0.056
N -1.661630 -1.700200 0.016907 -0.138 0.241 -0.120 -0.372
C -0.704025 -0.965731 -0.627100 -0.146 0.114 -0.101 0.065
C 0.639120 -1.364602 -0.581581 0.219 0.018 -0.058 -0.105
C 1.635771 -0.638307 -1.209878 -0.148 0.206 0.178 -0.438
B 3.083094 -1.221418 -1.088492 0.207 -0.097 0.070 1.177
O 4.206716 -0.692080 -1.700591 -0.138 -0.383 -0.181 -0.930
O 3.278927 -2.334225 -0.266369 -0.418 0.095 -0.114 -0.944
H 3.984417 3.868687 -2.751866 -0.083 -0.018 -0.129 0.204
H 3.392163 4.514493 -1.243000 -0.064 0.037 0.022 0.214
H 2.266905 4.243367 -2.587297 -0.060 0.037 0.041 0.217
H 2.266543 2.496888 -0.636790 -0.082 -0.023 -0.030 0.209
H 3.865087 2.044549 -1.194058 -0.073 -0.141 0.132 0.230
H 3.089704 0.880357 -3.009098 -0.001 0.040 -0.114 0.173
H -0.324872 1.866737 -2.468820 -0.053 -0.012 -0.035 0.244
H -5.114833 0.378332 0.095427 -0.369 -0.528 -0.123 0.251
H -4.207124 1.884087 -2.350325 0.233 0.128 0.163 0.241
H -6.277608 3.286605 -1.899660 -0.014 0.013 -0.056 0.226
H -6.578179 1.790350 -2.753384 -0.076 -0.222 0.083 0.230
H -6.953997 1.946863 -1.004013 -0.047 -0.157 -0.061 0.217
H 0.883789 -2.263819 -0.032558 -0.011 -0.001 -0.003 0.239
H 4.293478 -0.893146 -2.636813 0.082 0.277 -0.029 0.507
H 3.444810 -3.133340 -0.776025 0.345 -0.026 0.176 0.504
N -7.723549 -4.115469 0.517611 -0.015 0.000 -0.004 -0.853
C -8.718504 -3.650494 -0.299763 0.096 -0.023 0.069 0.775
N -9.994492 -3.947746 0.097412 0.019 0.009 -0.007 -0.851
O -8.478297 -3.015176 -1.309193 -0.103 -0.006 -0.105 -0.663
H -7.890865 -4.640337 1.354111 -0.015 -0.005 0.000 0.386
H -6.779700 -3.908989 0.245852 0.005 0.017 -0.014 0.412
H -10.741955 -3.618445 -0.483270 0.001 0.008 -0.013 0.408
H -10.209963 -4.468325 0.925418 0.016 -0.002 0.009 0.386
N 5.304813 -0.925627 1.959568 0.133 -0.264 0.166 -0.856
C 6.416375 -1.575959 2.393068 -0.457 0.230 -0.425 0.783
N 6.640794 -2.802435 1.832887 0.103 -0.080 0.081 -0.847
O 7.181303 -1.092103 3.221082 0.069 0.016 0.233 -0.704
H 4.675723 -1.318517 1.282337 0.059 -0.115 0.008 0.397
H 5.125350 0.000638 2.322274 -0.041 0.274 -0.166 0.433
H 7.457141 -3.303008 2.127554 0.005 -0.004 0.008 0.403
H 6.029992 -3.207046 1.149818 -0.026 0.050 -0.003 0.389
N 4.517374 3.028519 4.714869 0.020 -0.027 -0.161 -0.848
C 5.086568 2.014265 3.989923 0.012 -0.087 0.542 0.782
N 5.873665 1.150975 4.681405 -0.188 0.199 -0.193 -0.853
O 4.878722 1.884147 2.789293 -0.106 0.032 -0.175 -0.699
H 4.667800 3.155299 5.696687 0.043 -0.012 -0.001 0.387
H 3.927600 3.670865 4.221364 -0.012 0.004 -0.008 0.405
H 6.307487 0.409924 4.147279 0.361 -0.284 0.072 0.440
H 6.024654 1.206363 5.669890 -0.015 0.051 0.002 0.385